DFT (the ωB97M-V functional and the def2-TZVPD basis) results for C66H90AgF6N10O6 as an isolated structure in a non-equilibrium geometry.

Geometry as XYZ:
```
179
Properties=species:S:1:pos:R:3:forces:R:3:lowdin_spin:R:1
Ag -3.204 2.486 -1.018 1.243 -0.161 -0.259 0.50
C -5.500 4.147 -1.794 0.463 0.457 2.401 0.01
O -5.036 2.933 -2.260 -0.954 -1.307 -2.921 0.00
O -4.582 4.423 -0.768 -0.745 -0.167 -1.124 0.22
C -5.723 5.296 -2.832 -0.058 -0.731 -1.495 0.00
F -6.001 6.483 -2.326 0.135 0.157 0.833 0.00
F -4.698 5.438 -3.674 0.638 0.039 -0.013 0.00
F -6.803 5.022 -3.666 0.438 -0.326 0.790 0.00
C -5.868 2.139 -3.161 1.298 -0.984 -0.074 0.00
C -5.117 0.839 -3.547 -0.956 0.396 0.419 0.00
H -5.787 0.366 -4.265 0.360 0.016 -0.583 0.00
H -4.093 0.960 -3.902 -0.201 0.076 -0.086 0.00
H -5.145 0.112 -2.736 0.417 0.251 0.383 0.00
H -6.114 2.692 -4.068 0.011 0.216 0.204 0.00
H -6.771 1.763 -2.681 -0.288 0.672 0.335 0.00
H -6.519 3.940 -1.468 -0.581 0.290 0.631 0.00
C -1.029 -0.063 -1.610 -2.695 1.191 0.482 0.01
O -0.975 0.343 -0.215 1.245 -1.519 0.658 0.00
O -2.108 0.713 -2.111 2.089 -0.915 0.078 0.17
C 0.347 -0.023 -2.400 -1.316 1.186 0.888 0.00
F 0.795 1.257 -2.460 -0.139 -0.538 -0.938 0.00
F 1.290 -0.686 -1.737 0.409 -0.592 0.269 0.00
F 0.256 -0.636 -3.631 0.099 1.206 1.094 0.00
C -0.526 -0.648 0.781 -0.857 0.462 1.398 0.00
C -0.938 -0.207 2.262 1.065 0.678 -1.174 0.00
H -0.438 0.742 2.456 -0.542 0.406 0.125 0.00
H -2.013 -0.174 2.434 -0.021 0.409 -0.539 0.00
H -0.584 -0.834 3.080 0.414 -0.661 -0.450 0.00
H 0.544 -0.829 0.682 0.010 0.130 0.169 0.00
H -1.029 -1.615 0.772 -0.178 -0.241 -1.300 0.00
H -1.230 -1.135 -1.608 -0.429 -0.473 -0.129 0.00
N -1.082 -3.054 4.793 -0.339 -0.578 -0.816 0.00
C -1.272 -3.741 3.629 0.296 -1.642 2.018 0.00
C -1.450 -5.156 3.643 0.618 1.337 1.013 0.00
C -1.419 -5.814 4.886 -0.176 0.557 -0.863 0.00
C -1.418 -5.082 6.073 0.721 0.656 -0.375 0.00
C -1.185 -3.700 5.979 -0.111 -0.228 -1.728 0.00
H -1.111 -3.259 2.676 -0.237 0.484 0.050 0.00
H -1.465 -5.712 2.717 -0.064 -0.038 -0.070 0.00
H -1.301 -6.887 4.846 -0.465 -0.188 0.396 0.00
H -1.439 -5.543 7.049 0.026 -0.166 -0.024 0.00
H -0.966 -3.067 6.826 -0.266 -0.132 0.303 0.00
N 1.693 -3.754 0.549 1.645 0.699 0.256 0.00
C 1.962 -4.698 1.441 0.826 -0.805 0.293 0.00
C 3.246 -5.232 1.667 0.837 0.949 -0.503 0.00
C 4.345 -4.641 1.031 -0.904 -0.111 0.216 0.00
C 4.108 -3.605 0.137 -0.555 0.539 0.091 0.00
C 2.796 -3.183 -0.044 -1.622 -0.804 0.266 0.00
H 1.169 -5.040 2.089 -0.469 -0.199 -0.261 0.00
H 3.509 -6.031 2.344 -0.688 -0.044 0.306 0.00
H 5.339 -4.948 1.323 0.146 -0.114 -0.319 0.00
H 4.880 -3.060 -0.384 0.215 -0.081 0.090 0.00
H 2.495 -2.347 -0.657 0.510 0.029 -0.334 0.00
N -1.872 3.943 -2.422 1.299 1.687 -3.091 0.04
C -1.661 5.226 -2.051 0.288 0.448 -0.928 0.00
C -0.886 6.167 -2.798 -0.116 -0.825 -0.513 0.00
C -0.373 5.827 -4.042 -0.168 -1.178 -0.038 0.00
C -0.632 4.548 -4.559 -0.582 -0.446 2.630 0.00
C -1.361 3.670 -3.709 0.213 0.209 1.050 0.00
H -2.187 5.598 -1.185 0.110 -0.380 0.429 0.00
H -0.609 7.159 -2.472 -0.523 -0.005 0.638 0.00
H 0.282 6.462 -4.620 -0.055 0.406 0.180 0.00
H -0.068 4.158 -5.392 -0.477 -0.021 -0.351 0.00
H -1.470 2.644 -4.029 -0.220 -0.204 0.206 0.00
N -4.417 -0.839 -6.661 1.506 0.781 1.637 0.00
C -4.457 0.412 -7.191 0.257 -1.055 0.649 0.00
C -3.411 1.324 -7.155 1.026 -0.390 2.312 0.00
C -2.293 1.022 -6.314 -0.602 -1.683 -0.878 0.00
C -2.217 -0.263 -5.688 -1.696 0.802 -1.109 0.00
C -3.325 -1.125 -5.853 -0.126 1.290 -2.274 0.00
H -5.411 0.718 -7.594 -0.048 -0.219 -0.522 0.00
H -3.521 2.324 -7.549 0.010 -0.056 -0.263 0.00
H -1.463 1.712 -6.283 0.073 0.080 0.211 0.00
H -1.385 -0.681 -5.139 0.102 0.627 0.127 0.00
H -3.210 -2.123 -5.456 -0.548 -0.168 0.059 0.00
N -2.784 3.087 6.285 -0.298 0.504 -1.277 0.00
C -2.258 1.954 5.773 -2.051 -0.759 -0.215 0.00
C -2.976 1.095 4.897 -0.927 1.341 0.104 0.00
C -4.249 1.514 4.427 1.081 1.102 1.225 0.00
C -4.717 2.795 4.808 1.355 -0.519 1.251 0.00
C -3.945 3.564 5.758 -0.012 -2.596 -0.912 0.00
H -1.352 1.562 6.212 0.278 0.326 0.060 0.00
H -2.629 0.103 4.648 0.310 0.041 0.029 0.00
H -4.896 0.851 3.871 0.099 -0.046 -0.244 0.00
H -5.729 3.059 4.541 0.063 0.445 -0.129 0.00
H -4.355 4.475 6.170 0.155 0.133 0.042 0.00
N -1.659 3.158 0.690 1.657 0.590 1.309 0.00
C -0.297 3.008 0.646 -0.930 0.475 -0.557 0.00
C 0.581 3.449 1.618 -1.109 0.042 0.530 0.00
C 0.002 4.030 2.744 -0.027 0.154 0.801 0.00
C -1.378 4.145 2.892 0.286 -0.304 -1.071 0.00
C -2.154 3.733 1.815 0.207 -1.263 -0.565 0.00
H 0.142 2.554 -0.230 -0.441 -0.158 -0.214 0.00
H 1.639 3.253 1.524 0.037 0.190 0.015 0.00
H 0.590 4.372 3.583 0.378 -0.037 -0.020 0.00
H -1.852 4.496 3.796 0.124 0.137 0.021 0.00
H -3.231 3.686 1.885 -0.201 0.428 -0.051 0.00
N -4.408 1.059 0.428 -2.244 -1.972 3.016 0.03
C -5.551 1.639 0.991 -0.068 -0.744 -1.307 0.00
C -6.716 0.958 1.404 1.643 -0.302 0.366 0.00
C -6.648 -0.423 1.480 -0.565 -0.276 -0.459 0.00
C -5.517 -1.075 1.060 2.332 0.956 0.387 0.00
C -4.365 -0.325 0.670 -1.917 1.474 -1.513 0.00
H -5.646 2.715 1.019 0.629 0.286 -0.473 0.00
H -7.599 1.465 1.766 0.142 0.335 -0.097 0.00
H -7.480 -1.024 1.818 -0.241 0.107 0.042 0.00
H -5.388 -2.144 1.145 -0.136 -0.076 -0.051 0.00
H -3.514 -0.903 0.341 0.395 0.447 -0.119 0.00
N -2.882 -4.719 0.318 -0.253 -1.733 0.832 0.00
C -3.724 -5.703 0.759 0.205 -0.448 -0.206 0.00
C -3.479 -7.109 0.716 1.812 1.656 -0.171 0.00
C -2.181 -7.410 0.341 0.581 0.274 -0.987 0.00
C -1.254 -6.440 -0.078 -0.711 0.056 0.730 0.00
C -1.641 -5.088 -0.074 -0.926 -0.867 0.118 0.00
H -4.636 -5.362 1.228 -0.255 0.244 -0.270 0.00
H -4.031 -7.994 0.995 -0.965 0.696 0.275 0.00
H -1.875 -8.444 0.282 0.082 -0.157 0.136 0.00
H -0.268 -6.820 -0.300 0.202 0.518 -0.265 0.00
H -1.005 -4.265 -0.364 0.305 -0.115 -0.116 0.00
C 4.281 2.517 -6.547 -0.144 0.378 -0.483 0.00
C 3.618 2.180 -5.237 -0.736 -0.064 0.242 0.00
C 2.250 1.387 -5.498 1.520 -1.029 0.137 0.00
C 2.472 -0.111 -5.984 1.165 1.066 0.657 0.00
C 3.422 -0.812 -4.993 -0.433 1.105 0.622 0.00
C 4.738 -0.057 -4.626 0.984 -1.507 -1.483 0.00
N 4.502 1.347 -4.374 -3.949 -1.029 -0.276 0.00
O 5.597 2.022 -3.962 1.664 0.762 0.739 0.00
C 5.300 -0.754 -3.369 -0.512 0.971 0.491 0.00
C 5.847 -0.202 -5.685 0.325 -0.521 -0.295 0.00
C 3.337 3.498 -4.440 -0.526 -1.068 -0.553 0.00
H 4.332 1.596 -7.128 0.576 0.359 -0.216 0.00
H 5.216 3.048 -6.371 0.427 -0.613 -0.093 0.00
H 3.717 3.241 -7.136 -0.471 -0.062 0.045 0.00
H 1.771 1.398 -4.518 -0.381 -0.179 -0.267 0.00
H 1.625 1.839 -6.269 0.098 0.599 0.226 0.00
H 2.935 -0.134 -6.970 -0.017 0.254 -0.220 0.00
H 1.529 -0.645 -6.098 -0.064 0.070 0.288 0.00
H 3.625 -1.853 -5.244 0.201 0.081 -0.141 0.00
H 2.895 -0.807 -4.040 -0.253 -0.323 0.130 0.00
H 4.536 -0.659 -2.597 0.060 0.075 0.342 0.00
H 5.533 -1.816 -3.438 -0.007 0.093 -0.571 0.00
H 6.190 -0.202 -3.067 0.087 -0.226 0.200 0.00
H 5.560 0.125 -6.684 0.084 0.059 0.132 0.00
H 6.740 0.327 -5.349 -0.145 0.454 -0.132 0.00
H 6.217 -1.223 -5.772 -0.354 -0.315 -0.019 0.00
H 4.258 4.032 -4.209 -0.146 -0.055 -0.017 0.00
H 2.778 3.234 -3.542 0.201 0.092 0.267 0.00
H 2.670 4.129 -5.027 0.110 0.138 -0.133 0.00
H 5.387 2.090 -3.028 0.621 0.466 0.285 0.00
C 2.568 -2.043 4.411 -0.067 0.813 0.539 0.00
C 3.169 -0.657 4.830 0.839 -0.645 -0.122 0.00
C 3.222 -0.617 6.387 -0.102 0.160 0.445 0.00
C 4.396 -1.293 7.013 2.234 -0.964 -0.622 0.00
C 5.727 -0.904 6.355 -0.446 -0.796 -0.320 0.00
C 5.720 -1.102 4.800 0.598 1.348 1.143 0.00
N 4.497 -0.434 4.247 1.930 0.274 2.794 0.00
O 4.490 -0.444 2.883 -0.241 -0.192 -0.902 0.00
C 6.949 -0.292 4.362 -0.005 -0.209 -1.248 0.00
C 5.941 -2.558 4.416 -0.855 -0.667 -0.515 0.00
C 2.367 0.519 4.347 -1.954 0.422 0.226 0.00
H 2.739 -2.375 3.387 0.078 0.264 -0.208 0.00
H 1.489 -1.963 4.547 -0.082 -0.364 0.061 0.00
H 2.992 -2.803 5.067 -0.232 -0.121 0.021 0.00
H 3.198 0.409 6.756 -0.095 0.221 -0.267 0.00
H 2.362 -1.131 6.815 -0.546 0.265 -0.397 0.00
H 4.381 -2.374 6.868 -0.538 -0.302 -0.189 0.00
H 4.590 -1.241 8.085 -0.838 0.634 0.205 0.00
H 6.465 -1.598 6.756 0.283 -0.033 -0.084 0.00
H 6.087 0.081 6.653 -0.330 0.260 -0.305 0.00
H 6.807 0.775 4.536 0.077 -0.108 0.216 0.00
H 7.874 -0.673 4.795 -0.143 0.109 0.554 0.00
H 7.139 -0.416 3.295 -0.256 0.091 -0.262 0.00
H 6.935 -2.967 4.598 0.083 0.385 0.313 0.00
H 5.214 -3.230 4.872 0.006 -0.023 0.296 0.00
H 5.780 -2.702 3.348 0.041 0.178 -0.279 0.00
H 1.949 0.388 3.349 0.289 0.060 -0.132 0.00
H 2.812 1.509 4.453 0.741 -0.341 -0.255 0.00
H 1.502 0.634 5.000 -0.456 -0.314 0.057 0.00
H 4.189 -1.335 2.690 -0.121 -0.463 -0.905 0.00
```
Positions in Å, forces in eV/Å.

Results
⟨S²⟩: 0.76
Orbital gap (spin up / spin down), eV: 8.188 / 6.048
HOMO level (spin up / spin down), eV: -7.934 / -7.934
Spin multiplicity: 2